--- one ---
Computed, not measured: 2 unconnected molecules or ions with the total composition C3H10N, with ωB97M-V/def2-TZVPD.

HOMO, eV: -15.739
Net charge: +1
LUMO energy, eV: -3.73

The geometry in XYZ format:
```
14
C3H10N (ωB97M-V/def2-TZVPD)
H 1.0961 -0.1073 1.6380
H -1.6865 -0.1135 0.4055
N -1.0862 -0.8268 -0.0269
C -0.6500 -0.5023 -1.3809
H -0.2115 1.0289 2.0948
H 1.5358 1.6065 2.0238
H 0.8105 -0.0251 -2.7327
H -0.2035 -0.8393 0.5336
H -1.3872 -0.6712 -2.1045
H -1.5334 -1.7362 0.0417
C 0.7793 0.9449 1.5904
H 0.5962 1.2560 0.5394
H 1.3441 0.0914 -0.9507
C 0.5963 -0.1061 -1.6715
```

***

--- two ---
Computed, not measured: a molecular structure, C3H10N, with ωB97M-V/def2-TZVPD.

HOMO, eV: -10.934
Net charge: +1
LUMO energy, eV: -4.32

The geometry in XYZ format:
```
14
C3H10N (ωB97M-V/def2-TZVPD)
H -0.0996 1.7444 1.3003
H -0.6864 -0.5584 -2.5161
H -1.6720 -1.1725 -1.3625
N -0.7049 -0.8881 -1.5502
H 1.7155 0.0168 0.1444
H 1.7043 1.2058 1.9961
H -0.5449 1.2119 -0.9233
H 1.2997 0.9291 2.6231
C 0.2253 0.7529 1.5787
C -0.2730 0.2065 -0.6616
H 0.6578 -1.1729 0.6561
H -0.0944 -1.7003 -1.4903
H -0.2292 0.1808 2.3563
C 0.6375 -0.1102 0.4400
```

***

From most stable to least stable, the computed energies give one, two.

***

--- one ---
Computed, not measured: a gas-phase ion, C3H10N (charge +1), with ωB97M-V/def2-TZVPD.

HOMO, eV: -17.095
Structure (SMILES): CC[NH2+]C
Net charge: +1
LUMO energy, eV: -3.51

The geometry in XYZ format:
```
14
C3H10N (ωB97M-V/def2-TZVPD)
C -0.0862 -0.1072 0.7291
H -1.5806 1.4765 0.7427
C 0.8667 -0.9744 -1.4305
H 0.5826 -1.9726 -1.1151
H -0.9644 -0.0414 -1.1564
H 1.8725 -0.7940 -1.0686
H 0.3375 0.9583 -0.9181
C -0.8219 1.0387 1.3949
H 0.9363 -0.2104 1.0716
H -0.1409 1.8233 1.7130
N -0.0283 0.0205 -0.7602
H -0.4649 -1.0901 1.0201
H 0.8172 -0.8182 -2.5038
H -1.3257 0.6910 2.2813
```

***

--- two ---
Computed, not measured: 2 unconnected molecules or ions with the total composition C3H10N, with ωB97M-V/def2-TZVPD.

HOMO, eV: -14.450
Net charge: +1
LUMO energy, eV: -3.82

The geometry in XYZ format:
```
14
C3H10N (ωB97M-V/def2-TZVPD)
C 0.7446 1.0523 -1.0148
H 0.9033 2.0674 -1.4178
H 1.6917 0.6530 -0.6072
H 0.7214 -1.7653 -0.4774
N -0.1075 -1.8590 0.0521
H 0.0741 -2.4262 0.9219
H -1.4310 1.1769 -0.5251
C -0.4350 0.9005 1.3314
H -1.3975 1.0454 1.8820
C -0.4307 1.0407 -0.0368
H 0.4664 0.4389 -1.8852
H -0.8441 -2.2481 -0.4965
H 0.4537 0.7890 1.8954
H -0.4094 -0.8655 0.3780
```

***

From most stable to least stable, the computed energies give one, two.